Record 1
This record from the OMol25 dataset describes C22H20N2O6 in the gas phase. The level of theory is ωB97M-V/def2-TZVPD.

ORCA input file:
```
! RIJCOSX wB97M-V def2-TZVPD def2/J DEFGRID3
* xyz 0 1
O -2.232 -0.901 -2.066
C -2.637 -1.450 -1.077
O -3.079 -0.815 0.001
H -2.875 0.143 -0.027
C -2.616 -2.958 -0.860
C -1.622 -3.126 0.255
C -0.284 -2.817 0.030
C 0.599 -2.703 1.083
C 0.146 -2.881 2.388
C -1.161 -3.303 2.609
C -2.039 -3.412 1.548
H -3.067 -3.684 1.733
H -1.498 -3.491 3.617
N 0.977 -2.604 3.484
C 1.751 -1.506 3.694
O 2.445 -1.419 4.687
C 1.713 -0.403 2.679
C 2.921 0.242 2.428
C 3.001 1.333 1.570
C 1.838 1.749 0.959
C 0.618 1.107 1.203
C 0.529 0.046 2.080
H -0.427 -0.401 2.301
C -0.417 1.782 0.378
O -1.599 1.528 0.275
N 0.231 2.802 -0.281
C 1.587 2.889 0.044
O 2.333 3.758 -0.313
C -0.391 3.694 -1.230
H 0.122 4.655 -1.149
H -1.446 3.800 -0.969
C -0.260 3.193 -2.685
C -0.923 1.831 -2.934
H -1.690 1.599 -2.203
H -1.374 1.812 -3.926
C 0.252 0.857 -2.881
H 0.078 -0.030 -3.483
H 0.450 0.543 -1.855
C 1.390 1.722 -3.416
H 1.425 1.677 -4.514
H 2.372 1.451 -3.021
O 1.112 3.051 -3.014
H -0.695 3.975 -3.323
H 3.934 1.841 1.388
H 3.804 -0.117 2.935
H 0.924 -3.232 4.277
H 1.631 -2.441 0.906
H 0.055 -2.631 -0.979
H -2.301 -3.446 -1.781
H -3.603 -3.307 -0.561
*
```

E_tot ... -38406.079 eV
Frontier orbital gap ... 8.2 eV
SMILES string ... O=C(O)Cc1ccc(NC(=O)c2ccc3c(c2)C(=O)N(C[C@@H]2CCCO2)C3=O)cc1

Atomic partial charges in e from the Löwdin method, atoms 1 to 6: 0.111, -0.531, 0.115, 0.098, -0.039, -0.230

=====

Record 2
This record from the OMol25 dataset describes 2 unconnected molecules or ions with the total composition C6H14Cl. The level of theory is ωB97M-V/def2-TZVPD.

ORCA input file:
```
! RIJCOSX wB97M-V def2-TZVPD def2/J DEFGRID3
* xyz 0 2
Cl -0.114 -1.696 2.401
H -0.336 -1.077 1.343
C -0.665 -0.135 -0.322
H -0.721 -1.156 -0.744
C -1.897 0.530 0.081
C -3.145 -0.364 0.125
C 0.617 0.569 -0.391
C 1.874 -0.317 -0.319
C 3.165 0.490 -0.353
H -1.765 1.059 1.042
H -2.011 1.294 -0.698
H -4.039 0.257 0.091
H -3.173 -1.062 -0.714
H -3.169 -0.940 1.062
H 0.561 1.058 -1.363
H 0.652 1.346 0.390
H 1.836 -0.907 0.611
H 1.846 -1.031 -1.153
H 4.019 -0.173 -0.233
H 3.270 1.018 -1.307
H 3.196 1.236 0.450
*
```

⟨S²⟩ ... 0.7535
E_tot ... -18970.062 eV
Frontier orbital gap (alpha / beta) ... 8.8 / 11.4 eV

Atomic partial charges in e from the Löwdin method, atoms 1 to 6: 0.365, -0.337, -0.212, 0.125, -0.297, -0.102

=====

Number 1: F_max 0.688 eV/Å. Number 2: F_max 2.211 eV/Å.